ORCA calculation (ωB97M-V/def2-TZVPD) on a 2-piece molecular cluster, C4H12N2S overall in a non-equilibrium geometry.

Each atom is followed by the atoms it is bonded to, with distances in Å.
Geometry (Å):
1 N -3.03 -0.41 0.86  H2 1.003, C4 1.453, H8 0.999
2 H -3.22 0.57 0.93  N1 1.003
3 H -0.12 -0.31 -2.09  no bonds
4 C -1.80 -0.81 0.20  N1 1.453, H6 1.092, N9 1.443, H12 1.109
5 H -0.50 0.67 0.52  N9 1.020
6 H -1.85 -1.90 0.15  C4 1.092
7 H 2.50 -0.42 -1.29  C19 1.102
8 H -3.70 -1.09 1.17  N1 0.999
9 N -0.66 -0.26 0.90  C4 1.443, H5 1.020, C15 1.472
10 S 0.73 1.26 -1.47  C19 1.812
11 H 2.70 -0.75 1.08  C13 1.087
12 H -1.86 -0.44 -0.84  C4 1.109
13 C 1.83 -0.15 0.79  H11 1.087, C15 1.538, H16 1.107, C19 1.554
14 H 0.48 -1.67 1.79  C15 1.116
15 C 0.59 -1.05 0.86  N9 1.472, C13 1.538, H14 1.116, H17 1.103
16 H 1.65 0.75 1.40  C13 1.107
17 H 0.48 -1.85 0.11  C15 1.103
18 H 2.71 1.26 -0.52  C19 1.102
19 C 2.08 0.37 -0.65  H7 1.102, S10 1.812, C13 1.554, H18 1.102

Calculated values
Kohn-Sham gap: 7.8 eV
Total charge: 0
HOMO level: -8.25 eV
Relative energy (zero: lowest compared OMol25 entry of this formula, charge and spin): 66.4 kcal/mol

Here is what Mulliken gives for the atomic charges, in e:
1 N -0.469
2 H 0.131
3 H 0.108
4 C -0.229
5 H 0.318
6 H 0.364
7 H 0.354
8 H 0.146
9 N -0.446
10 S -0.256
11 H 0.348
12 H 0.101
13 C -0.691
14 H 0.310
15 C -0.511
16 H 0.332
17 H 0.351
18 H 0.308
19 C -0.567